# 1
Computed, not measured: C25H47CoN4O5SSi4 as an isolated structure, with wB97M-V/def2-TZVPD.

⟨S²⟩: 0.9299
Frontier orbital gap (alpha / beta), eV: 5.210 / 4.740
DFT total energy, eV: -122860.2094
Multiplicity: 2
Charge: -1
HOMO level (alpha / beta), eV: -4.235 / -3.768

Each line ends with the Mulliken charge.
Positions of all 87 atoms, in Å:
Co  -0.31150  0.59274  0.14751  0.73
C  -3.17946  -3.46223  -0.26076  -0.34
O  -2.40928  -1.50664  -1.27319  0.15
Si  -0.52730  -1.37240  1.00413  0.23
C  -0.14849  -3.99155  -0.07149  -1.23
C  -1.16664  -2.28995  2.52971  -1.29
C  1.23932  -0.95225  0.90259  0.46
Si  2.49466  -1.56697  -0.27165  0.98
C  1.83777  -1.99836  -1.99781  -1.09
C  3.38722  -3.14112  0.32292  -1.46
C  4.00641  -0.45057  -0.54227  -1.32
Si  1.81969  -0.12828  2.42770  0.49
C  3.21788  1.13598  2.22559  -1.07
C  0.48634  0.85358  3.34780  -0.79
C  2.49764  -1.36581  3.68955  -1.31
H  -2.89679  -5.05439  -1.28950  0.42
H  -4.12258  -3.01577  -0.59135  0.27
H  -3.06263  -3.25890  0.80772  -0.04
H  -0.80618  -4.71236  0.41414  0.45
H  0.73157  -3.81510  0.53763  0.14
H  0.13486  -4.36238  -1.05515  0.31
H  -0.88987  -3.34748  2.50513  0.40
H  -2.24945  -2.21616  2.62059  0.33
H  -0.72352  -1.85934  3.43135  0.50
H  1.88359  -3.07818  -2.15807  0.42
H  2.45366  -1.53809  -2.77697  0.50
H  0.80530  -1.68552  -2.14807  -0.05
H  2.74729  -4.02489  0.32442  0.38
H  3.76244  -3.00726  1.34097  0.29
H  4.24488  -3.35853  -0.32306  0.36
H  3.80201  0.61015  -0.69363  0.24
H  4.54420  -0.82337  -1.42061  0.37
H  4.68807  -0.53203  0.30641  0.33
H  3.01446  1.84881  1.42316  0.08
H  4.18547  0.67506  2.02870  0.34
H  3.30373  1.69941  3.16178  0.39
H  0.43807  1.87539  2.96404  0.13
H  0.75916  0.90789  4.40756  0.50
H  -0.52199  0.44560  3.26879  0.02
H  3.35154  -1.91167  3.27999  0.32
H  1.73693  -2.10533  3.95397  0.28
H  2.82386  -0.86689  4.60854  0.38
O  -3.05241  -3.01556  -3.73244  -0.55
C  -2.76661  -1.87849  -4.37882  0.32
O  -3.12266  -1.68632  -5.51647  -0.66
C  -1.94804  -0.92140  -3.61601  0.55
C  -1.17766  0.09373  -4.12472  -0.81
N  -0.51171  0.62703  -3.08529  -0.21
N  -0.80346  0.02474  -1.91064  0.53
C  -1.72661  -0.86088  -2.22283  -0.45
C  -2.08549  -2.87455  -1.12404  -1.04
O  -3.22136  -4.88628  -0.39556  -0.59
O  -0.81853  -2.74167  -0.23899  0.02
H  -2.47578  -3.12737  -2.91465  0.77
H  -1.04263  0.42340  -5.14036  0.54
H  0.15045  1.38118  -3.09617  0.00
N  3.99229  6.15491  -0.46151  -0.33
C  3.75446  5.25424  -1.43486  0.04
S  4.50622  5.36371  -2.90104  -0.38
C  2.77090  4.20094  -1.09855  1.13
C  2.76283  2.98558  -1.77102  -1.28
C  1.85994  2.01117  -1.39447  -1.09
N  0.94230  2.17610  -0.43156  0.33
C  0.93044  3.35569  0.19407  -0.35
C  1.82352  4.37246  -0.09432  -1.26
H  4.71277  6.83702  -0.63099  0.23
H  3.74552  5.95016  0.49281  0.21
H  3.48544  2.79796  -2.55396  0.37
H  1.89138  1.02671  -1.84858  1.12
H  0.16649  3.47975  0.94843  0.22
H  1.73217  5.30589  0.44509  0.50
C  -4.60037  2.89311  1.56203  -1.24
Si  -3.60631  1.47580  0.78289  0.30
C  -4.41136  1.15061  -0.88699  -0.72
C  -3.93556  -0.02635  1.86816  -0.52
C  -1.83407  1.91885  0.59908  -0.70
H  -5.67005  2.66507  1.60769  0.28
H  -4.47420  3.81581  0.98812  0.29
H  -4.25649  3.09066  2.58220  0.28
H  -5.49409  1.02572  -0.79791  0.43
H  -4.00608  0.24202  -1.33191  -0.05
H  -4.22729  1.98104  -1.57521  0.28
H  -4.96136  -0.02505  2.24860  0.49
H  -3.25528  -0.06346  2.72269  0.19
H  -3.78887  -0.93760  1.28290  -0.10
H  -1.52605  2.46735  1.50415  0.31
H  -1.80907  2.65175  -0.22785  0.43

# 2
Computed, not measured: a 11-piece molecular cluster, C16H54N2O11 overall in a non-equilibrium geometry, with wB97M-V/def2-TZVPD.

⟨S²⟩: 0.7537
Frontier orbital gap (alpha / beta), eV: 8.661 / 2.551
DFT total energy, eV: -42957.4442
Multiplicity: 2
Charge: +1
HOMO level (alpha / beta), eV: -11.320 / -11.320

Each line ends with the Mulliken charge.
Positions of all 83 atoms, in Å:
C  -14.95697  17.84966  -1.96752  -0.35
O  -16.08653  18.36702  -1.24652  -0.51
H  -15.21505  17.51757  -2.97310  0.15
H  -14.12607  18.55254  -2.02812  0.18
H  -14.56721  17.08438  -1.29629  0.29
H  -16.28369  19.27320  -1.49466  0.27
C  -9.96869  20.01953  -3.36230  -0.57
O  -11.32062  20.40498  -3.21013  -0.44
H  -9.97723  18.92957  -3.36104  0.20
H  -9.54773  20.52538  -4.23122  0.25
H  -9.39854  20.26942  -2.46755  0.30
H  -11.32684  21.35318  -3.36007  0.26
C  -17.44043  17.84498  -8.71130  -0.45
O  -17.30505  17.71860  -7.26909  -0.73
H  -18.40422  18.23072  -9.04360  0.36
H  -16.66134  18.51514  -9.07465  0.02
H  -17.28245  16.87168  -9.17588  0.27
H  -16.35871  17.81152  -7.13719  0.24
C  -13.37628  14.28177  -8.46729  -0.70
O  -12.47443  15.27550  -7.97066  -0.53
H  -13.31637  13.30439  -7.98849  0.31
H  -14.43608  14.53074  -8.41312  0.24
H  -13.22465  14.16733  -9.54062  0.30
H  -11.55757  14.99115  -7.98100  0.28
C  -15.46870  22.24288  -4.70709  -0.34
O  -14.48632  22.69956  -5.60966  -0.49
H  -16.32702  22.89511  -4.54591  0.34
H  -15.79468  21.20798  -4.81117  -0.28
H  -15.07981  22.23214  -3.68888  0.37
H  -14.79284  22.50163  -6.49763  0.29
C  -19.33889  19.59680  -5.03419  0.75
O  -20.21701  20.32717  -4.52401  -0.20
N  -18.06706  19.53566  -4.66796  -0.03
N  -19.51751  18.86817  -6.09595  -0.16
H  -17.48772  18.96311  -5.26516  0.13
H  -17.79704  19.86204  -3.75108  0.16
H  -18.74684  18.41515  -6.56599  0.27
H  -20.41673  18.91781  -6.55317  0.25
C  -11.47795  21.98740  -7.12557  0.17
C  -10.76956  22.11414  -8.41642  -0.08
O  -9.39973  21.91895  -8.18012  -0.60
H  -11.31819  21.03593  -6.61833  -0.21
H  -12.54333  22.04055  -7.34974  -0.19
H  -11.30057  22.84230  -6.47306  0.37
H  -11.05177  23.05105  -8.89667  0.39
H  -11.18573  21.36351  -9.08830  -0.15
H  -9.21569  20.98608  -8.04787  0.31
C  -13.66283  19.93261  -10.74903  -0.32
C  -12.57184  19.59756  -11.72905  -0.88
O  -11.47239  19.02760  -11.05344  -0.56
H  -14.55561  20.38009  -11.18586  0.47
H  -13.41860  20.68419  -9.99831  0.07
H  -13.96466  18.99867  -10.27493  0.07
H  -12.25488  20.47498  -12.29276  0.31
H  -12.83384  18.83953  -12.46719  0.46
H  -11.58973  18.07536  -11.08603  0.27
C  -9.00461  17.19937  -7.65738  -1.59
C  -10.20261  18.12461  -8.00702  0.61
O  -9.71293  19.01979  -8.88980  -0.52
H  -9.24655  16.39004  -6.96850  0.38
H  -8.22386  17.80633  -7.19900  0.34
H  -8.55571  16.70764  -8.52040  0.36
H  -10.53775  18.70048  -7.14437  -0.10
H  -11.01563  17.53111  -8.42519  0.20
H  -10.32887  18.92626  -9.62019  0.54
C  -13.71691  18.92470  -5.56876  -0.12
C  -13.58324  18.28619  -6.91753  0.27
O  -14.40611  17.23854  -7.07681  -0.41
H  -12.85886  19.57915  -5.41533  -0.04
H  -13.79586  18.15150  -4.80455  0.21
H  -14.57454  19.58276  -5.42905  -0.36
H  -12.60881  17.80255  -6.98591  0.31
H  -13.57661  18.97682  -7.76079  -0.10
H  -13.83862  16.51183  -7.34408  0.32
C  -16.94278  21.22866  -7.57370  -0.53
C  -16.37456  21.94179  -8.71264  -0.10
O  -15.26665  22.73793  -8.37952  -0.57
H  -17.83339  20.63121  -7.76859  0.39
H  -17.10047  21.93661  -6.76004  0.38
H  -16.08390  20.69008  -7.17325  -0.17
H  -17.10700  22.48783  -9.30719  0.42
H  -16.04998  21.16130  -9.40082  -0.03
H  -14.95019  23.14083  -9.19139  0.31

# 3
Computed, not measured: a 12-piece molecular cluster, C5H30O12 overall in a non-equilibrium geometry, with wB97M-V/def2-TZVPD.

Relative energy (zero: lowest compared OMol25 entry of this formula, charge and spin), kcal per mole: 86.2
Frontier orbital gap, eV: 9.217
DFT total energy, eV: -30237.8438
Multiplicity: 1
Charge: 0
HOMO level, eV: -9.477

Each line ends with the natural charge from an NBO analysis.
Positions of all 47 atoms, in Å:
C  2.85533  0.08133  2.42858  -0.34
C  2.75164  -0.50002  1.26383  -0.21
C  3.30245  -1.88330  0.89874  -0.42
C  2.27384  -2.37590  -0.21224  -0.54
C  0.93077  -1.79548  -0.25245  0.45
O  0.62119  -0.98788  -1.10520  -0.62
H  2.52271  1.19896  2.44504  0.18
H  3.20319  -0.29208  3.33064  0.20
H  2.40754  0.02407  0.34263  0.20
H  3.48656  -2.80246  1.52777  0.24
H  4.23481  -1.76851  0.48855  0.21
H  2.21177  -3.55417  -0.16447  0.23
H  2.64594  -2.46803  -1.19426  0.23
H  0.06735  -2.24007  0.47282  0.17
O  1.18441  3.98689  -0.39676  -0.94
H  1.47810  3.20636  -0.72844  0.47
H  1.50615  4.71888  -0.79583  0.47
O  -3.16925  1.36267  -1.06840  -0.96
H  -3.87857  1.43339  -1.69794  0.47
H  -2.43410  1.55115  -1.64446  0.49
O  1.16988  1.76176  -4.16658  -0.97
H  0.65287  0.94728  -3.86568  0.48
H  0.69212  2.34637  -3.44985  0.46
O  -0.96228  0.81971  -3.14304  -0.95
H  -1.50786  0.76796  -3.85105  0.48
H  -0.57176  -0.05289  -2.95697  0.50
O  -1.59221  -3.16199  1.27178  -0.99
H  -2.00665  -2.64024  0.59766  0.51
H  -2.08831  -4.00307  1.33744  0.48
O  -2.94191  -1.13108  0.07842  -1.01
H  -3.30832  -0.39131  0.57195  0.50
H  -2.72073  -0.65725  -0.80537  0.48
O  -3.91585  0.89271  1.56608  -0.94
H  -3.13603  1.49715  1.58731  0.50
H  -4.41253  1.32938  0.93031  0.46
O  1.11214  -2.54049  2.87419  -0.96
H  0.61505  -2.54137  3.79235  0.47
H  0.40114  -2.91607  2.32938  0.48
O  1.33978  -1.13492  -4.29475  -0.94
H  0.96463  -1.40773  -3.51317  0.46
H  2.09791  -0.57549  -4.08170  0.49
O  0.12552  1.73764  3.89493  -0.93
H  -0.76933  1.27188  3.67697  0.47
H  0.29580  2.14221  3.04185  0.46
O  -2.57027  3.47716  1.26333  -0.95
H  -1.78131  3.63048  0.80153  0.48
H  -3.38335  3.63643  0.57454  0.48